A molecular structure, C35H30AsNNiOS2 in a non-equilibrium geometry. Source: the OMol25 dataset; level of theory: the ωB97M-V functional and the def2-TZVPD basis.

Structure (XYZ):
```
71
Properties=species:S:1:pos:R:3:forces:R:3
As 11.196501 9.221199 11.587307 -0.247 -0.303 -1.687
Ni 12.995144 7.259000 12.007720 -1.544 0.564 -2.572
S 14.503715 7.520677 15.970594 -0.188 0.197 0.833
S 11.242816 5.962814 11.629822 -0.135 -1.017 0.460
O 12.800889 7.729977 9.818789 -1.904 2.470 -0.818
N 12.986322 7.360278 13.918291 0.251 0.706 1.359
C 8.514586 7.595708 16.292494 -2.482 0.013 0.977
C 10.445584 11.111309 11.726734 -0.530 -0.658 -1.155
C 12.713074 10.279661 7.743390 1.675 0.965 -1.118
C 12.090671 7.527875 17.459522 0.396 -0.189 -0.209
C 10.713007 7.575268 17.423111 -0.062 0.134 -0.164
C 12.125062 9.517115 6.707905 -0.218 0.451 0.694
C 12.619585 9.989088 9.062299 0.000 1.701 -0.542
C 11.074082 8.679808 7.123979 -0.413 -0.877 -0.363
C 10.672523 7.382109 15.021225 0.911 0.056 -0.768
C 16.734237 7.551868 13.436151 0.167 0.095 0.855
C 7.368182 6.429261 10.764945 1.495 -0.799 -0.044
C 15.355284 7.591766 13.246083 0.043 -0.456 -0.130
C 9.994222 7.534293 16.199360 0.935 -0.207 0.784
C 12.777691 7.478180 16.245446 -0.380 -0.107 -0.686
C 9.538714 8.169011 11.208439 -0.135 0.572 0.200
C 10.497117 11.798415 12.928525 -0.346 0.079 0.207
C 15.681516 7.574102 10.856131 2.986 0.035 -0.968
C 8.073662 8.746173 17.232876 0.244 1.350 -0.530
C 9.868221 13.038374 13.079149 0.245 -0.101 0.306
C 8.688361 5.924745 10.926619 -1.623 0.600 -0.031
C 12.083209 7.393171 15.007308 1.760 -0.008 0.583
C 9.219086 12.974506 10.789163 -0.186 0.094 -1.181
C 7.730101 7.658403 14.956883 -0.153 0.234 -1.310
C 7.171846 7.792178 10.744198 0.021 1.465 -0.092
C 7.957572 6.441033 17.166688 -0.149 -0.924 -0.429
C 17.598373 7.535261 12.328549 0.323 0.033 1.208
C 9.243969 13.645383 12.000204 -0.228 0.070 0.297
C 9.782030 6.764449 11.243105 -1.184 -0.062 -0.213
C 9.801963 11.722545 10.627728 0.504 0.249 0.785
C 14.247967 7.518024 14.265650 0.287 -0.519 -0.449
C 17.093252 7.544025 11.055759 -1.646 -0.063 -1.534
C 14.870512 7.543165 11.933479 -2.245 0.077 1.406
C 8.265456 8.682989 10.880821 0.372 -1.380 0.465
C 11.811804 8.909552 9.409871 1.375 -4.429 3.713
C 10.893171 8.329777 8.440741 0.395 1.060 -0.039
H 12.694128 7.477459 18.365046 -0.454 0.227 0.092
H 10.158070 7.258129 14.089787 -0.153 0.044 -0.458
H 12.529985 9.559793 5.687675 -0.621 0.174 0.400
H 13.404201 11.078720 7.461343 -0.003 -0.144 -0.081
H 8.438527 6.439735 18.149164 -0.041 -0.080 -0.164
H 9.822329 11.241206 9.654342 -0.144 -0.053 0.099
H 17.731891 7.454498 10.167067 0.053 0.197 0.427
H 13.125481 10.590222 9.825999 -0.007 -0.445 -0.354
H 7.952678 8.530287 14.295326 0.262 -0.315 0.772
H 8.738620 13.438988 9.913292 0.180 -0.146 0.453
H 10.975196 11.334775 13.789134 -0.007 0.026 -0.072
H 6.876333 6.581706 17.329500 0.307 -0.031 -0.115
H 8.098392 5.449634 16.730158 0.068 0.002 -0.126
H 8.109840 9.746750 10.737235 0.020 -0.030 0.246
H 10.124589 7.668911 18.330471 0.428 -0.108 0.052
H 18.674957 7.532525 12.476887 -0.061 -0.120 0.146
H 6.984521 8.849325 17.224587 0.048 -0.112 -0.048
H 6.172998 8.219094 10.614417 0.223 -0.177 -0.094
H 15.273339 7.592746 9.845290 -0.078 -0.064 0.200
H 10.208385 7.551704 8.758957 0.017 0.185 -0.073
H 9.858441 13.494420 14.068906 0.051 0.095 -0.222
H 17.138760 7.486023 14.452159 0.161 0.171 -0.208
H 8.866401 4.856774 10.859566 0.008 0.051 0.128
H 8.744411 14.613203 12.100365 0.196 -0.288 0.024
H 6.525637 5.750592 10.607941 0.271 0.102 0.059
H 10.424206 8.221659 6.387290 0.132 -0.261 -0.185
H 8.484249 9.725698 16.925919 -0.042 -0.341 0.137
H 8.374105 8.540018 18.270005 -0.072 0.260 -0.361
H 6.617835 7.702510 15.044505 0.758 -0.140 0.581
H 7.918010 6.812035 14.263269 0.116 0.149 0.644
```
Forces are in eV/Å.

Results
Energy relative to the best compared isomer or geometry (same formula, charge and spin) = 0.0 kcal per mole
Charge = -2
HOMO energy (alpha / beta) = 0.490 / -0.074 eV
2S+1 = 3
Frontier orbital gap (alpha / beta) = 3.64 / 4.21 eV